A cluster of 2 separate species, C3H6N2O in total at a distorted geometry, computed with ωB97M-V with the def2-TZVPD basis set.

```
! wB97M-V def2-TZVPD RIJCOSX def2/J DEFGRID3
* xyz 0 1
C 1.4521 -1.6621 -1.1231
C -1.4935 -1.2410 -0.9095
C -0.3132 1.8987 1.1354
N 0.6934 -1.0546 -0.3029
N -0.5086 -0.5718 -0.3670
O -1.5629 -2.3022 -1.5527
H 1.1367 -2.2317 -1.9697
H 2.4034 -1.8691 -0.7181
H -2.4235 -0.5754 -0.7552
H 0.5903 1.8656 1.7200
H -1.2595 1.6261 1.6657
H -0.4112 2.5322 0.2502
*
```

- frontier orbital gap (alpha / beta) (eV) = 10.25 / 6.30
- relative energy (zero: lowest compared OMol25 entry of this formula, charge and spin) (kJ/mol) = 645.0

Mulliken population analysis, charges in e, atoms 1 to 8: -0.283 0.064 -0.821 -0.153 0.012 -0.509 0.274 0.270